Entry 1:
Entry from the OMol25 dataset: the ion C3H6NO3 with charge -1 in a non-equilibrium geometry (ωB97M-V with the def2-TZVPD basis set).

SMILES = N[C@@H](CO)C(=O)[O-]
calculated total energy = -10841.246 eV
charge = -1
Kohn-Sham gap = 7.164 eV
lowest unoccupied orbital energy = 3.66 eV
ΔE to the lowest compared entry with this formula, charge and spin = 224.7 kJ/mol

Last column: Löwdin charge in e.
Atoms and positions in Å:
O: -0.9570 2.1284 -1.2121  -0.037
C: -0.1617 1.5829 -0.4856  -0.798
O: 0.9332 1.9717 -0.1439  -0.065
C: -0.4157 0.1369 0.0721  -0.341
C: 0.8944 -0.4372 0.4445  -0.325
O: 0.5164 -1.4562 1.2879  -0.119
N: -1.1508 -0.7025 -0.8623  0.040
H: -0.8915 0.2287 1.1327  0.170
H: 1.4587 0.4087 0.9802  0.124
H: 1.6303 -0.7680 -0.3450  0.130
H: 1.1784 -2.0861 1.6965  0.105
H: -0.8676 -0.4073 -1.7685  0.050
H: -2.1670 -0.5998 -0.7963  0.066

---

Entry 2:
Entry from the OMol25 dataset: a cluster of 4 separate species, C60H61IN3O7P2S2 in total in a non-equilibrium geometry (ωB97M-V with the def2-TZVPD basis set).

calculated total energy = -130354.088 eV
charge = +1
Kohn-Sham gap = 7.423 eV
lowest unoccupied orbital energy = -3.02 eV

Last column: Löwdin charge in e.
Atoms and positions in Å:
C: 3.9780 -0.8224 -2.2411  -0.080
C: 2.6173 -1.4033 -2.6292  -0.319
C: 2.1185 -0.7973 -3.9340  -0.202
C: 0.7995 -1.2845 -4.5537  -0.298
C: 0.1714 -2.6248 -4.1671  -0.588
I: -0.2942 -3.0696 -2.1355  1.206
N: 0.8773 -3.7402 -4.9107  -0.077
C: -0.0316 -4.7032 -5.6239  -0.105
C: -1.0828 -5.4015 -4.7578  -0.245
C: -2.4755 -5.0751 -5.2762  -0.498
S: -3.7914 -5.6281 -4.1753  0.894
C: -4.9182 -4.2508 -4.3947  -1.108
S: -5.8527 -4.2333 -5.7216  0.710
N: -4.9691 -3.3570 -3.3693  -0.146
C: -3.6907 -2.9707 -2.7291  -0.207
C: -3.3867 -1.5054 -2.9581  -0.237
O: -4.3584 -0.6622 -2.3863  -0.124
C: -5.6581 -1.2596 -2.3957  -0.167
C: -5.8200 -2.1834 -3.5785  -0.185
C: 1.6654 -3.0004 -5.9814  -0.386
P: 3.4697 -3.3102 -5.7754  0.763
N: 3.6658 -4.8365 -6.0703  -0.276
C: 1.0311 -1.6149 -6.0542  -0.433
P: 1.9514 -0.3933 -7.1119  0.955
C: 1.4140 1.2204 -6.4214  -0.257
C: 0.9645 -0.5177 -8.6441  -0.415
C: -0.5474 -0.2555 -8.5091  -0.144
H: 3.8876 -0.0409 -1.4992  0.068
H: 4.6551 -1.5968 -1.9038  0.079
H: 4.4448 -0.3655 -3.1113  0.075
H: 1.9058 -1.2047 -1.8395  0.054
H: 2.6828 -2.4886 -2.7063  0.058
H: 2.9203 -0.8682 -4.6647  0.064
H: 2.0152 0.2673 -3.7421  0.126
H: -0.0209 -0.5798 -4.4905  0.138
H: -0.8146 -2.6145 -4.6130  0.078
H: 1.5644 -4.2389 -4.3406  0.150
H: 0.6480 -5.4278 -6.0542  0.137
H: -0.5315 -4.1398 -6.4012  0.132
H: -0.9400 -6.4694 -4.8851  0.121
H: -0.9746 -5.2070 -3.6973  0.026
H: -2.5796 -5.5379 -6.2539  0.091
H: -2.5793 -4.0062 -5.4467  0.071
H: -2.8585 -3.5710 -3.0699  -0.003
H: -3.7627 -3.1442 -1.6571  0.133
H: -3.3344 -1.3196 -4.0356  0.126
H: -2.4190 -1.2891 -2.5156  0.051
H: -6.3859 -0.4612 -2.4511  0.132
H: -5.7918 -1.8223 -1.4737  0.125
H: -5.5370 -1.6487 -4.4833  0.118
H: -6.8617 -2.4577 -3.6812  0.121
H: 1.5314 -3.4844 -6.9436  0.118
H: 3.8840 -2.9424 -4.4884  0.019
H: 4.0664 -2.4543 -6.6985  0.003
H: 4.1026 -5.3379 -5.3079  -0.025
H: 0.0445 -1.7620 -6.5016  0.103
H: 1.0025 1.8035 -7.2384  0.048
H: 2.2591 1.7429 -5.9959  0.038
H: 0.6366 1.1323 -5.6717  0.035
H: 1.1104 -1.5373 -8.9898  0.067
H: 1.3989 0.1469 -9.3796  0.075
H: -0.8242 0.0555 -7.5055  0.053
H: -1.1251 -1.1470 -8.7256  0.069
H: -0.8807 0.5213 -9.1852  0.075
C: -11.8787 4.8962 1.3488  -0.052
C: -12.4068 3.8748 2.1308  -0.052
C: -11.6526 2.7479 2.4055  0.000
C: -10.3679 2.6331 1.8920  -0.083
C: -9.8434 3.6522 1.0922  -0.084
C: -10.6009 4.7857 0.8301  -0.001
C: -8.4817 3.5396 0.4971  -0.277
O: -8.0189 4.4221 -0.1925  0.108
C: -7.7017 2.2954 0.7715  -0.080
C: -6.4493 2.1443 0.1910  -0.001
C: -5.7058 1.0051 0.4409  -0.068
C: -6.2081 0.0136 1.2781  -0.065
C: -7.4564 0.1571 1.8566  -0.002
C: -8.2103 1.2949 1.6005  -0.080
C: -9.5668 1.4180 2.2140  -0.277
O: -9.9978 0.5536 2.9453  0.111
H: -12.4685 5.7790 1.1422  0.109
H: -13.4093 3.9606 2.5275  0.110
H: -12.0512 1.9508 3.0168  0.122
H: -10.1821 5.5720 0.2182  0.121
H: -6.0692 2.9232 -0.4551  0.121
H: -4.7336 0.8848 -0.0192  0.101
H: -5.6226 -0.8749 1.4775  0.105
H: -7.8584 -0.6070 2.5070  0.121
C: 5.1287 -0.1697 4.3457  -0.051
C: 6.1827 0.0576 5.2229  -0.048
C: 7.3491 0.6459 4.7673  0.006
C: 7.4722 1.0008 3.4310  -0.081
C: 6.4207 0.7543 2.5446  -0.086
C: 5.2471 0.1751 3.0112  -0.006
C: 6.5408 1.0906 1.0994  -0.272
O: 5.6264 0.8822 0.3252  0.080
C: 7.8226 1.6858 0.6242  -0.084
C: 7.9792 1.9657 -0.7270  -0.009
C: 9.1567 2.5289 -1.1849  -0.058
C: 10.1830 2.8221 -0.2938  -0.052
C: 10.0350 2.5424 1.0530  0.002
C: 8.8593 1.9682 1.5160  -0.080
C: 8.7324 1.6508 2.9691  -0.276
O: 9.6253 1.9112 3.7445  0.115
H: 4.2144 -0.6179 4.7101  0.105
H: 6.0853 -0.2163 6.2640  0.104
H: 8.1725 0.8348 5.4414  0.122
H: 4.4341 -0.0003 2.3210  0.115
H: 7.1735 1.7385 -1.4106  0.114
H: 9.2780 2.7433 -2.2383  0.107
H: 11.1007 3.2679 -0.6530  0.110
H: 10.8269 2.7629 1.7547  0.123
C: 5.6266 4.0207 9.9470  -0.053
C: 4.8335 4.5871 10.9388  -0.051
C: 3.5420 4.1336 11.1407  0.001
C: 3.0338 3.1157 10.3457  -0.081
C: 3.8246 2.5573 9.3385  -0.083
C: 5.1239 3.0092 9.1484  -0.002
C: 3.2923 1.4892 8.4468  -0.269
O: 3.9834 0.9996 7.5766  0.090
C: 1.8833 1.0457 8.6519  -0.081
C: 1.3461 0.0854 7.8050  -0.007
C: 0.0456 -0.3481 7.9884  -0.060
C: -0.7245 0.1711 9.0234  -0.054
C: -0.1966 1.1308 9.8682  0.001
C: 1.1049 1.5762 9.6826  -0.079
C: 1.6448 2.6311 10.5911  -0.276
O: 0.9741 3.0788 11.4945  0.114
H: 6.6381 4.3730 9.7962  0.109
H: 5.2262 5.3838 11.5559  0.110
H: 2.9188 4.5630 11.9122  0.122
H: 5.7305 2.5653 8.3717  0.117
H: 1.9550 -0.3148 7.0068  0.113
H: -0.3720 -1.0946 7.3260  0.105
H: -1.7393 -0.1739 9.1689  0.108
H: -0.7860 1.5437 10.6746  0.122

---

Entry 3:
Entry from the OMol25 dataset: an isolated molecule of C3H7NO2S in a non-equilibrium geometry (ωB97M-V with the def2-TZVPD basis set).

calculated total energy = -19642.917 eV
Kohn-Sham gap = 10.346 eV
lowest unoccupied orbital energy = 0.88 eV
ΔE to the lowest compared entry with this formula, charge and spin = 259.3 kJ/mol

Last column: Löwdin charge in e.
Atoms and positions in Å:
C: -0.4126 0.5946 0.0556  -0.561
C: -1.4055 1.6792 -0.1449  0.008
C: 2.3259 -1.2985 0.1125  -0.252
N: -0.3808 -0.3950 0.7990  0.169
O: 0.6745 0.7801 -0.7207  -0.314
O: 2.6540 1.0793 0.8617  -0.479
S: 2.3072 0.4878 -0.4224  0.930
H: -0.8820 2.7069 0.1535  0.150
H: -2.1876 1.5587 0.4891  0.039
H: -1.6798 1.7550 -1.1613  0.070
H: 1.7591 -2.0855 -0.5748  0.096
H: 1.9504 -1.2342 1.1432  0.031
H: 3.3966 -1.5580 -0.0280  0.037
H: -1.2521 -0.7859 1.1443  0.077

---

Entry 4:
Entry from the OMol25 dataset: an isolated molecule of C3H3F3 in a non-equilibrium geometry (ωB97M-V with the def2-TZVPD basis set).

SMILES = F/C=C\C(F)F
calculated total energy = -11311.214 eV
Kohn-Sham gap = 11.614 eV
lowest unoccupied orbital energy = 1.01 eV
ΔE to the lowest compared entry with this formula, charge and spin = 33.2 kJ/mol

Last column: Löwdin charge in e.
Atoms and positions in Å:
C: 0.3838 0.2283 -1.3205  -0.108
C: 0.5755 0.2635 0.0107  -0.003
C: -0.4944 -0.1732 0.9303  -0.380
H: 1.1235 0.4037 -2.1125  0.125
H: 1.5552 0.4865 0.3991  0.116
H: -1.5071 -0.3213 0.4687  0.163
F: -0.8373 -0.0923 -1.7817  0.015
F: -0.6611 0.6454 1.9929  0.058
F: -0.1381 -1.4406 1.4129  0.014

---

Entry 5:
Entry from the OMol25 dataset: a cluster of 2 separate species, C10H18O2S in total in a non-equilibrium geometry (ωB97M-V with the def2-TZVPD basis set).

calculated total energy = -25584.491 eV
Kohn-Sham gap (alpha / beta) = 6.988 / 8.180 eV
lowest unoccupied orbital energy (alpha / beta) = -0.39 / 0.19 eV
ΔE to the lowest compared entry with this formula, charge and spin = 765.8 kJ/mol

Last column: Löwdin charge in e.
Atoms and positions in Å:
C: -0.3356 0.6822 -1.6184  -0.228
C: 0.2657 0.1567 -0.5463  -0.070
C: -0.9851 -0.1187 3.1790  -0.506
C: 0.4555 0.6153 -2.9901  -0.145
C: 1.6146 -0.5057 -0.4464  -0.221
C: 1.9385 0.3018 -2.8959  -0.211
C: 2.2885 -0.7271 -1.8175  -0.201
C: 0.1478 -0.8913 3.9620  -0.109
C: -2.2764 -0.8321 2.7701  -0.141
C: -1.7781 1.2716 -1.5773  -0.244
O: 1.0671 1.2270 2.3599  -0.516
O: -2.5623 0.4589 -2.3796  -0.068
S: -0.1950 0.7231 1.8841  0.850
H: 0.0072 -0.2298 -3.4766  0.092
H: 0.0406 1.5779 -3.4203  0.135
H: 2.2759 0.1610 0.1855  0.116
H: 1.4688 -1.4755 0.0869  0.114
H: 2.2324 -0.2383 -3.8143  0.117
H: 2.4445 1.2350 -2.6570  0.115
H: 3.4657 -0.5675 -1.8229  0.152
H: 1.9615 -1.6971 -2.1077  0.091
H: 0.7831 -1.3604 3.2542  0.045
H: -0.5148 -1.7364 4.4051  0.089
H: 0.5873 -0.2813 4.8077  0.097
H: -2.2860 -1.5833 3.5710  0.048
H: -2.1475 -1.3404 1.7209  0.110
H: -3.1829 -0.1428 2.9606  0.098
H: -1.8312 2.3092 -2.0069  0.129
H: -2.0572 1.1613 -0.5135  0.097
H: -1.9843 -0.1548 -2.8790  0.088
H: -0.9084 2.0016 1.8227  0.075

---

Entry 6:
Entry from the OMol25 dataset: an isolated molecule of C4H3N3O in a non-equilibrium geometry (ωB97M-V with the def2-TZVPD basis set).

SMILES = C#Cc1ncnn1O
calculated total energy = -10709.116 eV
Kohn-Sham gap = 9.914 eV
lowest unoccupied orbital energy = 0.67 eV
ΔE to the lowest compared entry with this formula, charge and spin = 437.5 kJ/mol

Last column: Löwdin charge in e.
Atoms and positions in Å:
C: 1.7113 -1.0694 -0.0463  -0.214
C: -0.2503 -0.4444 -0.0728  -0.339
C: -1.6452 -0.3284 -0.1655  -0.068
C: -2.8374 -0.1108 0.0138  0.104
H: 1.1513 2.4108 0.1703  0.145
H: 2.7197 -1.5702 -0.1558  0.132
H: -3.9710 -0.2892 0.4210  0.113
N: 0.6155 0.6868 0.0295  -0.147
N: 1.7795 0.2013 0.1089  0.061
N: 0.4352 -1.5132 -0.1211  0.142
O: 0.2913 2.0267 -0.1819  0.069

---

> Among the records above, which one has the lowest calculated total energy?

C60H61IN3O7P2S2

---

> Look up the calculated total energy of the fifth one.

-25584.491 eV